{"formula": "C36H88BBrF3I2N8O11P2", "method": "wB97M-V/def2-TZVPD", "total_energy_ev": -186843.5596, "total_charge": 1, "elements": ["C", "C", "C", "C", "C", "C", "C", "N", "P", "N", "O", "O", "C", "Br", "C", "I", "C", "O", "C", "N", "P", "O", "C", "C", "O", "C", "F", "F", "F", "B", "C", "O", "C", "I", "H", "H", "H", "H", "H", "H", "H", "H", "H", "H", "H", "H", "H", "H", "H", "H", "H", "H", "H", "H", "H", "H", "H", "H", "H", "H", "H", "H", "H", "H", "H", "H", "H", "C", "C", "C", "O", "C", "N", "H", "H", "H", "H", "H", "H", "H", "H", "H", "H", "H", "C", "C", "C", "O", "C", "N", "H", "H", "H", "H", "H", "H", "H", "H", "H", "H", "H", "C", "C", "C", "O", "C", "N", "H", "H", "H", "H", "H", "H", "H", "H", "H", "H", "H", "C", "C", "C", "O", "C", "N", "H", "H", "H", "H", "H", "H", "H", "H", "H", "H", "H", "C", "C", "C", "O", "C", "N", "H", "H", "H", "H", "H", "H", "H", "H", "H", "H", "H"], "xyz": [[-3.26033, 0.06978, -1.31345], [-2.99117, -1.34524, -1.91744], [-2.42939, -1.33808, -3.35399], [-1.07474, -0.59839, -3.48922], [0.13913, -1.53834, -3.25565], [0.60444, -1.55414, -1.74548], [2.06949, -1.11386, -1.70780], [2.66803, -0.55625, -0.42443], [4.44957, -0.52317, -0.95164], [4.65980, 0.24797, -2.26054], [5.27620, 0.21487, 0.20458], [5.04119, -2.00093, -1.03079], [2.72589, -1.50195, 0.76500], [2.42714, -3.39569, 0.41203], [1.97064, -1.11632, 2.07796], [3.17221, -2.23553, 3.61459], [0.57885, -1.72983, 2.30544], [-0.25428, -1.76289, 1.15891], [-1.58912, -1.98928, 1.59777], [2.18783, 0.27743, 2.41363], [2.04356, 0.76872, 4.03268], [1.04623, 0.07580, 4.86279], [2.08494, 1.32328, 1.35224], [3.11594, 2.43491, 1.67136], [3.05250, 3.47252, 0.66725], [4.17253, 4.19994, 0.63340], [5.21895, 3.50490, 0.18354], [3.98279, 5.18856, -0.20802], [4.46078, 4.74091, 1.79645], [0.57830, 1.95663, 1.58144], [0.27588, 3.49084, 1.86810], [-0.53349, 1.11955, 1.61819], [2.36595, 0.89207, -0.12247], [0.85886, 1.88595, -1.33222], [-2.42151, 0.35485, -0.66072], [-4.13989, 0.05032, -0.66691], [-3.37189, 0.85063, -2.07081], [-3.96898, -1.83810, -1.96206], [-2.35409, -1.91829, -1.23730], [-3.14750, -0.78451, -3.97139], [-2.31145, -2.35014, -3.75439], [-1.09788, 0.23397, -2.78210], [-1.00202, -0.20794, -4.50940], [-0.23161, -2.53573, -3.51409], [0.96387, -1.33760, -3.94909], [0.42007, -2.57552, -1.41520], [-0.11090, -0.93160, -1.20852], [2.20070, -0.41956, -2.53676], [2.66329, -1.97534, -2.03623], [5.10233, -0.35747, -2.94924], [5.53058, 1.09211, -0.13640], [5.17465, -2.42392, -0.16213], [3.76173, -1.51208, 1.11419], [0.68314, -2.76796, 2.64991], [0.01774, -1.23540, 3.10847], [-1.60516, -2.79479, 2.34537], [-2.00007, -1.08214, 2.06245], [-2.23122, -2.26839, 0.76522], [3.31815, 0.61803, 4.63106], [1.77424, 2.15947, 4.13288], [4.10163, 1.95563, 1.61760], [2.93359, 2.94196, 2.61655], [1.02003, 4.00793, 2.48210], [0.09597, 4.00491, 0.91887], [-0.67309, 3.57504, 2.41111], [-0.70242, 0.82565, 2.52844], [3.23301, 1.45952, -0.46280], [-4.38194, 7.53322, 4.92491], [-4.12505, 6.16868, 4.29271], [-2.63738, 5.84169, 4.08262], [-2.01565, 6.52653, 3.00898], [-1.68173, 7.87698, 3.27799], [-4.88032, 6.07962, 3.04028], [-4.29587, 8.34823, 4.20745], [-5.39576, 7.57457, 5.32396], [-3.69114, 7.72527, 5.74901], [-4.51923, 5.41533, 4.98279], [-2.56021, 4.77934, 3.82975], [-2.06397, 5.98777, 5.00904], [-1.35357, 8.01640, 4.31205], [-2.52488, 8.53231, 3.05456], [-0.86624, 8.15712, 2.61079], [-4.80729, 5.13067, 2.68018], [-4.38883, 6.64434, 2.34571], [0.70405, -9.00569, 2.01758], [1.25407, -7.74393, 1.36033], [2.47727, -7.97845, 0.45926], [3.69045, -8.22064, 1.14503], [3.83346, -9.53073, 1.67067], [1.53840, -6.75088, 2.40379], [1.28938, -9.31626, 2.88192], [-0.31035, -8.82877, 2.37575], [0.66775, -9.83645, 1.31046], [0.46188, -7.34532, 0.71803], [2.65062, -7.06245, -0.11565], [2.28685, -8.77616, -0.27076], [3.39257, -10.28311, 1.01178], [3.39547, -9.59592, 2.66796], [4.89970, -9.73404, 1.76960], [1.79142, -5.87214, 1.96072], [2.39370, -7.03925, 2.87429], [8.18338, -8.91243, 0.05121], [9.42278, -8.40746, 0.78504], [9.13448, -7.81878, 2.17590], [8.53244, -6.53435, 2.17212], [7.14913, -6.52402, 1.88138], [10.12509, -7.44914, -0.07498], [7.60708, -8.10613, -0.40156], [8.47553, -9.57993, -0.75993], [7.52582, -9.47031, 0.72182], [10.07933, -9.26922, 0.93721], [10.08952, -7.68762, 2.69025], [8.54110, -8.51334, 2.78607], [6.63442, -7.39115, 2.30423], [6.98625, -6.47581, 0.80234], [6.72203, -5.61874, 2.31658], [11.01240, -7.20481, 0.35704], [9.59850, -6.57889, -0.05794], [-3.73834, 6.84685, -1.06671], [-5.12999, 7.26325, -0.59667], [-5.99796, 7.90811, -1.68962], [-5.64500, 9.23527, -2.03123], [-4.50970, 9.36094, -2.86765], [-4.99158, 8.13814, 0.57187], [-3.04868, 7.68777, -1.12897], [-3.30182, 6.13738, -0.36062], [-3.77954, 6.36256, -2.04514], [-5.64761, 6.35263, -0.27799], [-7.02128, 7.97020, -1.31119], [-6.03302, 7.28084, -2.59123], [-4.45500, 8.55209, -3.60212], [-3.59391, 9.39645, -2.27389], [-4.59128, 10.30908, -3.39825], [-5.91455, 8.31662, 0.96016], [-4.68826, 9.05048, 0.23753], [-7.25415, 1.14789, -7.02148], [-6.65563, 2.05303, -5.94880], [-5.67047, 1.34423, -5.00400], [-6.27766, 0.49114, -4.04591], [-6.70924, -0.76113, -4.54661], [-7.74632, 2.69760, -5.21076], [-8.05987, 0.52264, -6.63937], [-7.68142, 1.75100, -7.82274], [-6.49416, 0.49859, -7.46173], [-6.08959, 2.83386, -6.46646], [-5.14790, 2.10995, -4.42333], [-4.89934, 0.79798, -5.56634], [-6.02500, -1.15399, -5.30458], [-7.72017, -0.68758, -4.95014], [-6.74439, -1.46255, -3.71256], [-7.35508, 3.39245, -4.57992], [-8.14914, 2.00216, -4.58680]], "forces_ev_per_a": [[0.822, -0.548, 0.233], [-0.670, 0.419, -0.306], [0.305, 0.811, 0.349], [-0.044, -0.584, -0.348], [-0.539, 0.110, 0.648], [-0.848, -0.272, -1.053], [-1.407, -0.912, -0.994], [1.188, -0.867, -0.413], [3.040, 0.948, -2.073], [-0.686, -0.395, 0.247], [-1.359, -0.506, 0.653], [-1.044, 0.360, 1.325], [-0.271, -0.365, 1.548], [0.013, 0.373, -0.481], [0.255, -0.297, 0.726], [0.084, -0.017, -0.116], [-1.086, -0.611, -0.084], [0.297, 0.266, -0.127], [-0.142, 0.011, 0.309], [0.318, 0.451, -0.893], [0.127, -0.254, 1.948], [-0.567, -0.378, -0.392], [-1.017, 0.943, 0.268], [0.404, -0.395, -0.486], [-0.442, -1.213, 0.275], [-0.558, 1.121, -0.890], [0.712, -0.682, 0.166], [-0.207, 0.521, -0.737], [0.568, -0.130, 1.098], [-1.024, 0.764, -0.528], [-0.006, -0.459, 0.567], [0.934, -0.403, 0.455], [-0.548, 0.900, 0.373], [0.285, -0.376, -0.108], [-0.100, 0.128, -0.177], [-0.014, 0.063, -0.205], [-0.163, -0.178, 0.008], [0.246, -0.229, 0.052], [-0.043, -0.033, -0.149], [-0.049, -0.289, 0.015], [-0.264, 0.075, 0.045], [0.255, 0.057, -0.255], [-0.029, 0.138, 0.175], [0.350, 0.001, 0.011], [-0.063, 0.159, 0.163], [0.478, 0.178, 0.463], [0.480, 0.119, 0.270], [0.311, 0.609, 0.712], [0.160, 0.092, 0.534], [-0.218, 0.377, -0.292], [0.135, -0.155, 0.002], [0.171, -0.239, -0.352], [-0.133, 0.300, -0.217], [0.184, 0.151, -0.085], [0.710, 0.307, 0.098], [-0.070, 0.042, -0.164], [0.064, -0.098, -0.075], [0.270, 0.031, -0.081], [-0.035, 0.277, -0.598], [0.295, -0.207, -0.959], [-0.012, 0.264, 0.415], [0.125, -0.421, 0.121], [0.015, 0.224, -0.444], [0.341, 0.157, 0.148], [0.102, -0.121, -0.076], [-0.316, 0.055, -0.263], [-0.136, -0.157, -0.027], [-0.059, 0.060, 0.210], [0.010, 0.221, -0.199], [-0.012, -0.135, 0.075], [0.083, -0.105, 0.174], [-0.038, 0.019, -0.305], [0.293, -0.246, -0.087], [0.054, -0.069, -0.064], [0.005, -0.044, -0.042], [-0.002, 0.009, -0.009], [0.089, -0.065, -0.030], [-0.013, 0.020, -0.070], [-0.042, 0.117, 0.018], [-0.065, -0.004, 0.027], [0.018, 0.085, 0.143], [0.033, -0.092, 0.011], [-0.132, -0.016, 0.077], [-0.277, 0.183, 0.004], [-0.191, -0.088, -0.037], [0.193, -0.160, 0.224], [-0.066, 0.063, -0.145], [-0.056, -0.013, -0.049], [0.186, 0.146, 0.140], [0.089, 0.120, -0.171], [0.078, 0.044, -0.040], [0.032, 0.045, -0.002], [0.015, 0.002, 0.010], [0.073, 0.061, -0.040], [0.057, 0.006, 0.032], [-0.049, -0.069, 0.081], [-0.060, 0.012, 0.020], [-0.091, -0.166, -0.038], [0.012, 0.052, -0.096], [-0.086, 0.065, 0.037], [-0.097, -0.049, 0.090], [-0.034, -0.216, -0.061], [-0.243, 0.270, -0.097], [0.165, -0.139, 0.090], [-0.057, -0.089, 0.050], [0.137, 0.237, -0.085], [0.097, 0.046, 0.213], [0.031, 0.057, 0.069], [0.040, 0.036, 0.014], [-0.006, 0.017, -0.003], [0.045, 0.061, 0.080], [-0.019, 0.085, -0.016], [-0.090, -0.007, -0.089], [-0.014, -0.037, -0.079], [-0.193, -0.164, 0.006], [0.066, -0.019, 0.104], [0.046, -0.091, -0.107], [-0.035, -0.053, -0.094], [0.088, -0.242, 0.009], [0.228, 0.241, -0.126], [-0.172, -0.089, 0.031], [0.035, -0.143, -0.035], [-0.062, 0.240, 0.123], [-0.156, 0.113, -0.039], [-0.077, 0.058, -0.015], [-0.030, 0.047, 0.040], [-0.001, 0.026, -0.005], [-0.100, 0.067, 0.002], [0.019, 0.071, 0.006], [0.127, -0.020, 0.001], [0.031, -0.047, 0.041], [0.099, -0.117, -0.121], [-0.095, -0.019, 0.000], [0.060, -0.124, 0.136], [0.092, -0.058, 0.003], [0.051, 0.010, -0.226], [-0.210, -0.219, 0.107], [0.056, 0.084, 0.005], [0.234, 0.017, -0.090], [-0.140, 0.016, 0.223], [0.237, 0.037, 0.169], [0.037, 0.017, 0.080], [0.000, 0.030, 0.053], [-0.013, -0.008, 0.009], [0.048, 0.016, 0.091], [-0.076, -0.020, 0.079], [-0.104, -0.076, -0.086], [-0.037, 0.043, -0.065], [0.051, -0.115, -0.162], [0.082, 0.063, 0.050], [-0.061, 0.086, -0.102], [-0.094, 0.001, -0.107]]}